DFT (the ωB97M-V functional and the def2-TZVPD basis) results for an isolated molecule of C3H5N3O in a non-equilibrium geometry.

```
! wB97M-V def2-TZVPD RIJCOSX def2/J DEFGRID3
* xyz 0 1
N 2.02023 -0.93478 0.18350
N 0.85263 -0.26870 -0.03010
C 0.31607 1.27053 -0.03794
C -1.00343 1.20538 0.25749
C -1.28885 -0.17473 0.08685
O -2.50630 -0.64530 -0.23531
N -0.23888 -0.99748 0.04228
H 2.79210 -0.39334 0.55097
H 2.32975 -1.53709 -0.57696
H 0.89501 2.11295 -0.37667
H -1.73401 1.96611 0.47449
H -2.43432 -1.60354 -0.33861
*
```

Summary:
F_max	5.94	eV/A
energy above the lowest of the compared OMol25 structures with the same formula, charge and spin	398.1	kJ/mol
LUMO level	1.026	eV
SMILES string	Nn1ccc(O)n1
Kohn-Sham gap	8.58	eV

In elementary charge units, the Löwdin charges are: number 1, N, carries 0.0508; number 2, N, carries -0.2307; number 3, C, carries 0.0409; number 4, C, carries -0.0347; number 5, C, carries -0.4387; number 6, O, carries 0.0539; number 7, N, carries 0.0825; number 8, H, carries 0.0869; number 9, H, carries 0.0881; number 10, H, carries 0.0818; number 11, H, carries 0.1103; number 12, H, carries 0.1089